Record 1
{"formula": "C16H10CoF6N3O7S2", "method": "the ωB97M-V functional and the def2-TZVPD basis", "species": ["Co", "O", "C", "C", "C", "C", "C", "C", "C", "O", "N", "N", "C", "C", "C", "C", "C", "C", "C", "O", "H", "H", "H", "H", "H", "H", "H", "H", "H", "H", "F", "C", "F", "F", "S", "O", "O", "N", "S", "O", "O", "C", "F", "F", "F"], "coordinates": [[0.731, -0.683, 0.563], [0.022, 3.718, 0.466], [-1.319, 3.609, 0.438], [-2.053, 4.795, 0.346], [-3.430, 4.765, 0.303], [-4.113, 3.552, 0.349], [-3.389, 2.379, 0.444], [-1.994, 2.382, 0.497], [-1.255, 1.098, 0.604], [0.046, 1.138, 0.583], [-1.941, -0.004, 0.732], [-1.053, -1.078, 0.819], [-1.572, -2.227, 1.063], [-0.816, -3.441, 1.207], [-1.528, -4.637, 1.396], [-0.891, -5.844, 1.562], [0.511, -5.860, 1.548], [1.235, -4.708, 1.372], [0.604, -3.451, 1.189], [1.350, -2.401, 1.038], [0.384, 2.804, 0.459], [-1.503, 5.726, 0.299], [-3.983, 5.694, 0.227], [-5.193, 3.522, 0.307], [-3.890, 1.422, 0.479], [-2.654, -2.267, 1.161], [-2.612, -4.589, 1.409], [-1.455, -6.756, 1.701], [1.036, -6.800, 1.676], [2.317, -4.719, 1.361], [4.482, 3.008, -0.679], [3.874, 2.192, 0.177], [4.760, 1.814, 1.100], [2.893, 2.850, 0.778], [3.259, 0.686, -0.690], [2.646, -0.093, 0.383], [4.415, 0.107, -1.297], [2.247, 1.376, -1.652], [1.068, 0.652, -2.389], [0.144, 1.607, -2.901], [0.580, -0.516, -1.690], [1.865, -0.070, -3.897], [0.926, -0.453, -4.762], [2.643, 0.830, -4.495], [2.606, -1.129, -3.584]], "e_homo_ev": [-5.1, -5.1], "multiplicity": 2, "charge": -1}


Record 2
{"formula": "C6H13NO", "method": "the ωB97M-V functional and the def2-TZVPD basis", "species": ["C", "N", "C", "C", "C", "C", "C", "O", "H", "H", "H", "H", "H", "H", "H", "H", "H", "H", "H", "H", "H"], "coordinates": [[0.954, 1.200, 1.758], [0.277, -0.119, 1.697], [0.280, -0.779, 0.406], [-0.363, -0.310, -0.961], [-1.875, -0.787, -0.969], [-0.336, 1.177, -1.301], [1.671, -1.361, 0.145], [2.048, -1.811, -0.933], [1.762, 1.159, 2.492], [0.185, 1.986, 1.824], [1.411, 1.432, 0.803], [-0.634, -0.128, 2.144], [-0.374, -1.705, 0.692], [0.177, -0.893, -1.706], [-2.233, -0.926, 0.046], [-1.957, -1.529, -1.737], [-2.500, 0.030, -1.394], [0.613, 1.563, -0.907], [-0.207, 1.443, -2.363], [-1.143, 1.692, -0.803], [2.244, -1.335, 1.068]], "e_homo_ev": [0.8, -3.8], "multiplicity": 2, "charge": -1, "de_lowest_kj_mol": 171.0}


Record 3
{"formula": "C52H70F13N3O36P", "method": "the ωB97M-V functional and the def2-TZVPD basis", "species": ["C", "C", "N", "P", "C", "C", "N", "C", "C", "C", "C", "C", "C", "C", "C", "C", "C", "C", "C", "O", "C", "N", "C", "O", "F", "C", "O", "F", "H", "H", "H", "H", "H", "H", "H", "H", "H", "H", "H", "H", "H", "H", "H", "H", "H", "H", "H", "H", "H", "H", "H", "H", "H", "H", "H", "H", "H", "H", "H", "H", "H", "H", "H", "H", "H", "C", "C", "O", "C", "O", "O", "F", "H", "H", "H", "C", "C", "O", "C", "O", "O", "F", "H", "H", "H", "C", "C", "O", "C", "O", "O", "F", "H", "H", "H", "C", "C", "O", "C", "O", "O", "F", "H", "H", "H", "C", "C", "O", "C", "O", "O", "F", "H", "H", "H", "C", "C", "O", "C", "O", "O", "F", "H", "H", "H", "C", "C", "O", "C", "O", "O", "F", "H", "H", "H", "C", "C", "O", "C", "O", "O", "F", "H", "H", "H", "C", "C", "O", "C", "O", "O", "F", "H", "H", "H", "C", "C", "O", "C", "O", "O", "F", "H", "H", "H", "C", "C", "O", "C", "O", "O", "F", "H", "H", "H"], "coordinates": [[-4.888, 2.610, 3.638], [-4.192, 4.001, 3.057], [-2.976, 3.608, 2.251], [-2.683, 4.667, 0.850], [-2.260, 6.498, 1.321], [-3.372, 7.216, 2.286], [-3.056, 7.702, 3.557], [-1.048, 3.992, 0.029], [-0.936, 4.405, -1.555], [0.531, 5.138, -1.796], [1.728, 4.068, -2.175], [3.155, 4.923, -2.254], [4.465, 4.033, -1.830], [5.473, 3.646, -3.065], [6.866, 4.510, -3.120], [7.754, 4.489, -1.743], [8.933, 3.351, -1.690], [8.474, 2.129, -0.686], [8.247, 0.683, -1.426], [7.718, 0.945, -2.773], [6.858, -0.146, -3.263], [-3.913, 4.617, -0.429], [-4.504, 3.252, -0.660], [-4.750, 2.913, -1.957], [-4.896, 2.253, 0.358], [-4.939, 5.719, -0.334], [-6.065, 5.713, 0.384], [-4.680, 6.933, -1.190], [-5.370, 2.788, 4.716], [-5.665, 2.220, 2.849], [-4.071, 1.759, 3.805], [-4.943, 4.717, 2.518], [-3.812, 4.582, 4.028], [-2.964, 2.592, 2.008], [-2.181, 7.080, 0.303], [-1.214, 6.518, 1.846], [-4.484, 7.353, 1.896], [-3.946, 8.118, 3.964], [-1.126, 2.807, 0.143], [-0.139, 4.323, 0.689], [-0.910, 3.413, -2.207], [-1.809, 5.075, -1.955], [0.399, 5.836, -2.731], [0.822, 5.699, -0.810], [1.781, 3.160, -1.416], [1.520, 3.649, -3.260], [3.041, 5.778, -1.435], [3.323, 5.445, -3.295], [4.041, 3.002, -1.406], [4.972, 4.568, -0.921], [5.625, 2.472, -3.086], [4.880, 3.898, -4.069], [7.533, 4.015, -3.977], [6.656, 5.619, -3.509], [8.308, 5.545, -1.688], [7.138, 4.402, -0.752], [9.867, 3.871, -1.157], [9.328, 2.998, -2.738], [9.305, 1.976, 0.159], [7.475, 2.355, -0.084], [9.293, 0.150, -1.513], [7.523, 0.005, -0.767], [5.779, 0.295, -3.480], [7.288, -0.442, -4.337], [6.820, -1.065, -2.538], [-6.063, -1.045, 0.558], [-6.052, -1.389, 2.008], [-6.307, -2.775, 2.019], [-5.801, -3.239, 0.842], [-5.585, -4.416, 0.606], [-5.558, -2.222, -0.040], [-7.060, -0.765, 2.659], [-7.070, -0.847, 0.176], [-5.427, -0.186, 0.329], [-5.101, -1.185, 2.511], [-2.035, 4.297, -6.527], [-1.597, 4.344, -5.103], [-0.191, 4.332, -5.190], [0.096, 4.930, -6.381], [1.199, 5.350, -6.688], [-1.007, 5.007, -7.187], [-1.992, 3.234, -4.440], [-2.084, 3.277, -6.922], [-3.005, 4.779, -6.680], [-1.925, 5.238, -4.561], [6.972, 4.544, -7.170], [7.294, 3.412, -8.085], [6.985, 2.270, -7.318], [5.992, 2.668, -6.474], [5.275, 1.903, -5.851], [5.891, 4.031, -6.417], [8.615, 3.386, -8.373], [7.799, 4.791, -6.495], [6.680, 5.447, -7.712], [6.710, 3.403, -9.011], [2.891, 4.519, -10.548], [3.329, 4.566, -9.124], [4.735, 4.554, -9.211], [5.022, 5.151, -10.402], [6.125, 5.572, -10.709], [3.919, 5.229, -11.208], [2.934, 3.455, -8.461], [2.842, 3.499, -10.943], [1.921, 5.001, -10.701], [3.001, 5.459, -8.582], [9.014, -4.867, -0.355], [7.646, -4.404, -0.724], [7.812, -3.020, -0.932], [9.101, -2.876, -1.350], [9.538, -1.873, -1.888], [9.843, -3.998, -1.099], [6.784, -4.580, 0.303], [9.228, -4.748, 0.712], [9.189, -5.910, -0.634], [7.245, -4.867, -1.631], [-7.159, -6.822, 2.388], [-8.436, -7.406, 1.888], [-8.721, -8.422, 2.823], [-8.165, -7.995, 3.992], [-8.431, -8.462, 5.087], [-7.279, -6.973, 3.788], [-8.263, -7.980, 0.676], [-6.277, -7.370, 2.038], [-7.048, -5.769, 2.115], [-9.269, -6.697, 1.850], [-1.438, -1.178, 4.396], [-2.344, -0.463, 3.453], [-1.692, 0.769, 3.240], [-0.365, 0.499, 3.397], [0.532, 1.238, 3.027], [-0.162, -0.705, 4.014], [-3.542, -0.216, 4.028], [-1.624, -0.916, 5.443], [-1.501, -2.265, 4.289], [-2.488, -0.973, 2.494], [3.568, -5.848, 0.793], [3.890, -6.980, -0.122], [3.581, -8.121, 0.645], [2.588, -7.723, 1.489], [1.872, -8.489, 2.112], [2.487, -6.360, 1.545], [5.211, -7.006, -0.410], [4.395, -5.600, 1.468], [3.276, -4.945, 0.250], [3.306, -6.988, -1.048], [-7.163, -7.002, 8.089], [-8.246, -6.028, 8.404], [-7.568, -4.987, 9.072], [-6.305, -5.002, 8.561], [-5.506, -4.088, 8.684], [-6.044, -6.163, 7.887], [-9.146, -6.566, 9.256], [-6.957, -7.689, 8.916], [-7.380, -7.589, 7.192], [-8.759, -5.627, 7.523], [-6.449, -1.181, 8.861], [-7.817, -0.718, 8.492], [-7.651, 0.667, 8.284], [-6.362, 0.810, 7.866], [-5.925, 1.814, 7.328], [-5.619, -0.311, 8.116], [-8.679, -0.894, 9.519], [-6.235, -1.062, 9.928], [-6.274, -2.224, 8.582], [-8.218, -1.181, 7.584], [-0.815, -10.375, 2.773], [-1.520, -11.673, 2.575], [-2.812, -11.428, 3.083], [-3.022, -10.096, 2.888], [-4.117, -9.560, 2.944], [-1.857, -9.433, 2.614], [-0.950, -12.650, 3.316], [-0.385, -10.275, 3.776], [-0.025, -10.214, 2.035], [-1.590, -11.991, 1.529]], "e_homo_ev": -10.1, "charge": 1}


Question: Number 3 is which compound?
Answer: C52H70F13N3O36P